Entry 1:
Molecular formula: C16H37CrF8N4O8S2
Method: DFT, the ωB97M-V functional and the def2-TZVPD basis

Summary:
Energy above the lowest of the compared OMol25 structures with the same formula, charge and spin (kJ/mol): 0.0
Charge: 0
Multiplicity: 4
Electronic energy (eV): -111364.8538
F_max (hartree/bohr): 0.0674
Gap between HOMO and LUMO (spin up / spin down) (eV): 10.2 / 10.3
HOMO energy (spin up / spin down) (eV): -9.818 / -9.939

```
76
Properties=species:S:1:pos:R:3:forces:R:3
Cr 0.47613 -0.06424 -0.27949 -2.2 0.9 -0.3
F -0.64305 -0.93920 0.95389 0.7 0.1 -0.2
F 1.16041 1.01458 -1.68422 0.0 -0.3 0.5
C 1.67601 -3.94190 1.03709 -0.9 0.6 -0.6
F 1.50193 -4.63428 -0.08067 0.1 -0.1 0.1
F 0.48122 -3.60665 1.54218 0.4 -0.3 -0.2
F 2.33680 -4.67492 1.90540 0.2 -0.1 0.3
S 2.62885 -2.35523 0.76063 -0.6 0.9 -0.2
O 2.33636 -1.64013 1.95619 -0.6 0.4 0.8
O 3.98118 -2.71608 0.57258 0.7 -0.4 -0.7
N 1.92690 -1.45228 -0.52698 2.0 -2.6 1.1
S 2.55750 -1.92368 -1.97275 0.0 -0.3 -0.6
O 3.06240 -3.25944 -2.00484 0.1 0.0 0.6
O 1.62019 -1.58030 -2.98025 -0.5 0.7 -0.5
C 4.05883 -0.85958 -2.27474 -1.2 0.7 -0.2
F 4.38645 -1.00236 -3.55344 0.4 -0.4 -0.1
F 3.72968 0.42127 -2.11169 0.3 0.0 0.3
F 5.05398 -1.18500 -1.48702 0.4 0.0 0.0
C -0.86652 4.24355 2.50499 -0.4 -0.4 0.9
O -0.17577 3.08718 2.06590 -0.4 0.5 -0.2
C 0.61991 2.50026 3.03898 2.6 -0.7 0.2
C 1.08833 1.09971 2.63344 -1.3 -0.9 0.6
N 1.62203 0.85520 1.27668 0.5 0.5 -0.3
C 2.55274 1.88503 0.79008 0.3 1.5 -0.8
C 3.93110 1.76797 1.41003 -0.9 0.1 -0.2
O 4.40842 0.50507 1.03975 -0.1 0.0 0.4
C 5.65095 0.19132 1.61948 0.4 -0.7 -1.0
H -0.24571 4.85573 3.16523 0.1 0.0 -0.2
H -1.73027 3.89600 3.08736 0.0 0.3 0.0
H -1.22831 4.84184 1.67614 0.2 -0.1 -0.3
H 0.21240 2.39112 4.05086 -0.6 0.2 -0.3
H 1.56348 3.06771 3.17719 -0.5 0.4 -0.1
H 0.24384 0.41983 2.79571 0.0 0.0 -0.5
H 1.81161 0.71159 3.35832 0.1 0.5 0.1
H 2.26492 0.07907 1.46264 -0.4 -0.2 -0.2
H 2.19876 2.91661 0.91225 -0.3 -0.3 0.5
H 2.64070 1.86360 -0.29951 0.0 -0.7 0.1
H 3.81720 1.85209 2.50124 0.4 0.0 0.0
H 4.54571 2.58373 1.01239 0.2 0.0 0.2
H 6.42836 0.80027 1.14424 0.1 0.2 0.4
H 5.86111 -0.83432 1.31221 0.0 0.0 0.2
H 5.66378 0.24398 2.70832 -0.1 0.2 0.1
C -1.01422 -3.25478 -1.37866 0.4 0.1 0.6
C -1.32062 -2.17326 -2.39134 -0.7 -0.5 1.8
C -2.82591 -2.14785 -2.75447 0.8 -1.4 -1.7
O -3.51948 -1.12296 -2.15713 -0.5 0.4 0.4
C -4.91246 -1.12318 -2.45349 0.6 0.2 0.7
N -0.89731 -0.81691 -1.83086 -0.3 -0.6 -2.4
H -1.43304 -4.21419 -1.68578 0.2 0.0 0.0
H -1.29646 -3.03567 -0.34530 -0.6 0.2 -0.2
H 0.06354 -3.31847 -1.28726 0.2 -0.4 -0.3
H -0.82356 -2.48938 -3.30459 0.5 0.7 0.0
H -3.24852 -3.15181 -2.58427 -0.1 0.2 0.6
H -2.86293 -2.11213 -3.86184 -0.3 0.6 0.1
H -5.05201 -0.93458 -3.51754 -0.3 -0.3 -0.1
H -5.33533 -0.31423 -1.86017 -0.1 0.1 -0.1
H -5.33514 -2.05837 -2.07842 -0.2 -0.1 -0.5
H -0.58394 -0.38934 -2.71381 0.5 0.5 0.7
H -1.82121 -0.39356 -1.71229 0.4 0.2 0.6
C -2.83203 2.08289 -1.68987 0.4 -0.2 0.4
C -2.34832 1.88531 -0.25183 -0.5 -0.4 0.0
C -3.09768 0.78471 0.47562 1.6 -0.5 -0.4
O -4.42867 1.15102 0.55484 -1.0 -0.3 0.4
C -5.18800 0.18637 1.27665 0.5 0.1 0.2
N -0.85703 1.65118 -0.19203 -0.9 1.6 -0.6
H -3.91741 2.13928 -1.71433 0.0 0.2 0.0
H -2.53858 1.23224 -2.30269 0.0 0.1 -0.2
H -2.38420 2.99127 -2.09766 -0.2 0.0 -0.1
H -2.63020 2.78627 0.30853 0.4 0.1 0.0
H -2.57298 0.62933 1.43089 -0.5 0.1 0.2
H -2.98239 -0.16520 -0.05593 -0.1 -0.1 0.0
H -6.23441 0.44434 1.14769 -0.1 -0.1 0.1
H -4.90132 0.19882 2.33823 -0.2 0.2 -0.1
H -4.97857 -0.84047 0.94655 -0.1 0.2 -0.3
H -0.52893 2.16362 -1.02018 0.3 -0.6 0.1
H -0.57122 2.30499 0.54695 0.3 -0.8 0.2
```
Forces are in eV/Å.

=====

Entry 2:
Molecular formula: C16H37F3O14S4
Method: DFT, the ωB97M-V functional and the def2-TZVPD basis

Summary:
Charge: 0
Multiplicity: 1
Electronic energy (eV): -97319.7907
F_max (hartree/bohr): 0.3370
Gap between HOMO and LUMO (eV): 7.0
HOMO energy (eV): -6.962

```
74
Properties=species:S:1:pos:R:3:forces:R:3
O 5.56622 1.62991 0.91275 -3.0 -0.1 0.1
S 4.10587 1.71743 0.76104 0.2 1.1 0.1
O 3.28969 0.58061 0.30878 1.4 2.0 0.8
O 3.49738 2.35312 2.16571 2.2 -1.9 -1.6
C 2.09091 2.54072 2.28866 1.4 1.9 0.0
C 1.96624 2.89483 3.75829 1.9 1.8 0.4
C 3.78422 3.20936 -0.29333 0.5 -0.9 -0.9
H 1.50058 1.73258 1.85679 1.9 1.7 2.2
H 1.84717 3.37042 1.62513 -0.1 0.5 0.3
H 2.83186 3.46228 4.10005 0.5 -0.2 -0.3
H 1.84646 2.01691 4.39312 0.6 0.2 0.1
H 1.13334 3.57372 3.94128 1.3 0.3 -0.2
H 4.57942 3.21471 -1.03880 0.2 -0.2 0.1
H 3.84589 4.18288 0.19305 -0.2 -0.5 0.6
H 2.86924 3.09352 -0.87427 -0.2 -0.1 0.5
O 0.07628 2.48778 0.46560 -0.6 15.4 -2.7
S -1.38905 2.31950 0.59215 -4.4 2.6 -1.5
O -2.09950 1.14956 0.03260 -0.2 3.4 0.6
O -1.90053 2.52816 2.15252 -1.7 0.1 -2.7
C -1.19567 3.39691 3.00451 1.8 -1.5 0.8
C -0.39453 2.38728 3.90109 -1.7 1.0 0.7
C -2.09660 3.91482 -0.12070 0.4 -0.6 1.5
H -1.90465 4.03552 3.53142 0.0 -0.2 0.0
H -0.50202 3.99325 2.41178 0.0 0.3 0.1
H 0.57676 2.08724 3.50781 -3.0 -1.1 -0.6
H -1.02813 1.55267 4.20125 -0.2 0.1 0.0
H -0.02064 2.96178 4.74859 -1.1 -0.6 0.7
H -3.09526 4.12451 0.26246 -0.2 -0.8 -0.2
H -2.05394 4.02495 -1.20428 0.3 -0.4 0.2
H -1.49374 4.64239 0.42272 0.3 0.2 -0.5
O -1.75518 -1.53684 0.09866 -12.7 -10.5 -5.3
S -2.72387 -2.62139 0.01005 -3.4 -3.1 0.8
O -3.97833 -2.51366 0.72125 0.2 0.6 -0.6
O -3.00015 -3.02229 -1.52463 0.4 0.6 0.5
C -4.09557 -3.90100 -1.81721 -0.8 -0.1 -0.6
C -4.43385 -3.71647 -3.33007 0.8 -0.9 1.8
C -1.96829 -4.05727 0.69003 -8.1 -3.4 -3.0
H -4.97517 -3.67393 -1.21485 0.1 0.5 0.1
H -3.80774 -4.89619 -1.47830 0.1 -0.3 -0.6
H -5.30630 -4.34112 -3.52170 -0.1 0.3 -0.3
H -3.59063 -4.11843 -3.89176 -0.1 0.3 -0.3
H -4.59471 -2.65063 -3.49197 -0.1 -0.2 -0.3
H -1.88834 -4.01413 1.77623 -1.6 -0.6 -0.4
H -1.03067 -4.19047 0.15038 -2.7 -2.8 -2.7
H -2.63446 -4.87578 0.41734 -1.1 -0.2 -0.2
O 2.02954 -0.54081 -5.70399 -1.4 1.3 1.2
S 1.47464 0.05090 -4.49069 0.2 -2.3 1.5
O 0.18689 0.74272 -4.36663 2.0 -1.0 -0.8
O 1.47276 -1.19716 -3.33454 0.4 1.8 -2.2
C 0.26188 -1.88176 -3.09774 -1.5 -0.4 2.7
C 0.04220 -1.76586 -1.50763 1.6 -0.6 -4.3
C 2.75262 1.06565 -3.74680 -0.8 0.4 0.0
H 0.26039 -2.94042 -3.35727 0.9 -0.1 -0.2
H -0.60729 -1.51475 -3.64357 0.2 0.6 0.0
H 0.99905 -1.63229 -1.00298 0.1 0.2 -1.7
H -0.27779 -2.73107 -1.11509 -0.6 0.3 -0.7
H -0.56236 -0.89513 -1.25383 0.6 -0.6 -1.1
H 2.59109 1.17462 -2.67436 -0.2 -0.3 -0.1
H 2.48886 2.01502 -4.21287 0.5 0.2 0.0
H 3.77416 0.74245 -3.94708 -0.4 -0.2 -0.3
C 0.01048 0.78674 1.13154 -0.7 -9.5 2.3
C -0.52849 -0.66748 0.93669 5.7 6.3 5.3
O 0.56764 -1.44001 0.68630 4.2 -6.1 2.5
C 0.56769 -2.91947 0.83367 0.4 4.4 0.1
O -0.43791 -3.51900 1.08158 12.0 5.3 6.9
C 1.82543 -3.79335 0.60321 1.5 1.4 0.3
F 1.76279 -4.59439 -0.47492 -1.1 -0.7 1.2
F 2.82228 -2.99808 0.29982 1.2 0.8 0.4
F 2.16970 -4.47297 1.77808 -1.0 0.6 -2.2
H -0.13672 1.33333 0.20004 2.4 -7.6 -1.4
H 1.04576 1.02100 1.37937 -1.9 -3.3 -1.2
H -0.68707 1.32587 1.77254 1.3 -2.5 1.7
H -1.09030 -0.66036 0.00265 4.1 6.1 1.0
H -1.22827 -1.14361 1.62350 1.1 1.3 1.7
```
Forces are in eV/Å.

=====

Entry 3:
Molecular formula: C16H37LuNSi4Te
Method: DFT, the ωB97M-V functional and the def2-TZVPD basis

Summary:
Charge: -1
Multiplicity: 1
Electronic energy (eV): -91109.4850
F_max (hartree/bohr): 0.1129
Gap between HOMO and LUMO (eV): 6.3
HOMO energy (eV): -3.591

```
60
Properties=species:S:1:pos:R:3:forces:R:3
C -0.87892 0.89395 -5.50540 -1.1 1.2 0.4
C 0.47481 0.76806 -5.83038 0.5 0.0 -1.2
C 1.22886 1.75829 -5.16170 -1.4 1.7 0.7
C 0.31622 2.59167 -4.37520 -1.2 -2.8 -2.3
C -1.01370 1.98871 -4.57352 1.1 0.9 -0.5
Lu 0.29534 0.30245 -3.36509 -1.1 -2.3 1.8
N -1.13716 -1.32065 -2.95740 3.0 4.8 -0.4
C -0.09088 -2.34953 -3.46187 -5.3 -2.3 0.6
C 1.14258 -1.87992 -4.04492 0.9 2.1 -0.9
H 2.28486 1.93202 -5.23228 0.3 -0.1 -0.1
H 0.87144 0.08538 -6.59454 -0.2 0.2 0.7
H 0.54884 3.42050 -3.76240 0.2 0.5 0.5
H -1.95560 2.34031 -4.11431 0.8 -0.3 -0.3
H -1.73900 0.34205 -5.92760 0.9 0.2 0.5
H 1.18532 -1.81208 -5.16912 0.3 -0.4 1.5
H -0.83023 -2.87824 -4.25820 2.2 0.1 1.6
H -2.09257 -1.22720 -2.72157 -1.0 -1.4 -0.3
H 2.07501 -1.83273 -3.46175 -0.3 -0.7 -0.4
H -0.10407 -2.79195 -2.43224 1.4 -1.4 -1.7
C 0.30332 3.32090 2.74350 -0.7 0.0 0.2
Si -0.88533 1.84461 2.71820 0.7 0.0 -1.1
C -1.06180 1.15660 4.44485 -0.1 0.4 0.8
C -2.54992 2.43334 2.06615 0.0 0.5 0.3
Si -0.01197 0.33421 1.14976 0.2 0.3 0.0
Te 0.63487 2.05879 -0.74915 -0.7 -1.2 -0.1
Si 2.18008 -0.22252 1.77959 -0.7 0.3 -0.3
C 2.26431 -0.67006 3.61096 0.6 -0.1 0.0
C 2.74007 -1.68364 0.73363 0.5 0.0 0.1
C 3.32725 1.23849 1.46094 0.3 -0.4 -0.2
Si -1.43794 -1.64831 1.27665 1.3 1.2 -0.7
C -1.29049 -2.41693 2.99261 -0.2 -0.1 0.0
C -3.18778 -1.11857 0.89203 0.0 -0.6 -0.3
C -0.82536 -2.84009 -0.02311 -0.3 -0.8 0.6
H -0.17248 4.10892 3.32942 0.1 0.2 0.1
H 0.49584 3.70837 1.73996 0.0 -0.2 0.1
H 1.24198 3.06488 3.21584 0.3 -0.1 0.1
H -1.38932 1.97557 5.11400 0.1 -0.3 -0.1
H -1.81658 0.37331 4.50955 0.0 -0.1 0.0
H -0.11907 0.76896 4.85307 -0.2 0.0 -0.2
H -2.47908 2.76012 1.02051 0.1 -0.2 0.2
H -3.31456 1.66398 2.14364 -0.1 -0.1 0.0
H -2.87371 3.29805 2.66300 -0.1 -0.1 -0.1
H 1.67208 -1.55374 3.85396 0.0 0.0 0.0
H 3.31432 -0.89118 3.85618 -0.2 0.0 0.1
H 1.94739 0.15771 4.25315 0.0 -0.1 -0.1
H 2.60899 -1.48716 -0.33929 0.0 0.0 0.2
H 3.81475 -1.85120 0.91719 -0.2 -0.1 -0.1
H 2.21036 -2.60518 0.99655 0.0 0.1 -0.1
H 3.26836 1.59617 0.42521 -0.1 -0.2 0.3
H 3.12150 2.07174 2.12054 -0.1 0.2 0.2
H 4.35483 0.91247 1.63616 0.2 0.0 0.1
H -1.65097 -1.74423 3.78408 0.2 -0.2 -0.2
H -1.93408 -3.31352 2.98346 0.2 0.2 0.1
H -0.26158 -2.73852 3.21698 -0.3 0.2 -0.1
H -3.22803 -0.60503 -0.07447 0.1 0.0 0.2
H -3.79046 -2.02917 0.81612 -0.2 0.1 0.0
H -3.60832 -0.49271 1.66353 -0.2 0.3 0.2
H -0.97052 -2.37954 -1.00100 0.0 0.1 0.1
H 0.23062 -3.13494 0.12438 -0.5 0.2 -0.1
H -1.45269 -3.75204 0.03111 0.3 0.2 -0.1
```
Forces are in eV/Å.

=====

Which value of F_max does entry 2 give? 0.3370 hartree/bohr

=====

electronic energy of number 3 (C16H37LuNSi4Te)? -91109.4850 eV